1.
The following is a quantum chemistry calculation of a structure of composition C27H16Cl5N5S3Ti at a distorted geometry, from the OMol25 dataset.

The geometry in ORCA input format:
```
! RIJCOSX wB97M-V def2-TZVPD def2/J DEFGRID3
* xyz 0 1
Ti -1.4339 0.0669 0.0919
C -0.6227 0.8465 -2.9544
N -1.6715 0.5826 -1.9681
C -2.9265 0.6066 -2.2814
C -3.8966 0.2106 -1.3282
C -5.2714 0.0190 -1.4093
C -5.6708 -0.4953 -0.1703
C -4.5282 -0.5947 0.6150
N -3.4502 -0.1709 -0.0726
C 0.0160 -0.4712 -3.3254
C -0.4780 -1.2298 -4.3787
C 0.0491 -2.4854 -4.6431
C 1.0713 -2.9898 -3.8515
C 1.5735 -2.2311 -2.8037
C 1.0508 -0.9732 -2.5437
H 0.1200 1.5161 -2.5128
H -1.0645 1.3384 -3.8256
H -3.2381 0.9155 -3.2793
H -5.8939 0.2294 -2.2636
H -6.6694 -0.7610 0.1320
H -4.4361 -0.9316 1.6359
H -1.2804 -0.8400 -4.9951
H -0.3370 -3.0697 -5.4677
H 1.4829 -3.9685 -4.0591
H 2.3794 -2.6140 -2.1909
H 1.4659 -0.3648 -1.7471
Cl -1.6962 -2.6374 -0.7578
C -0.5285 -2.4936 0.5359
C 0.0342 -1.2564 0.7454
C 1.0628 -1.2405 1.7076
Cl 2.6723 -0.9751 1.1539
C 0.8659 -2.0352 2.8170
Cl 1.4909 -1.5239 4.3359
C 0.2080 -3.2763 2.6461
Cl 0.1733 -4.3913 3.9440
C -0.4069 -3.5636 1.4446
Cl -1.1193 -5.0914 1.1343
S -0.8799 2.3161 0.2893
C -1.0663 2.1158 2.0106
S -1.6525 0.5527 2.4359
C -0.7070 3.0765 2.9096
C -0.7708 2.8339 4.3145
N -0.7978 2.6442 5.4481
C -0.1765 4.3241 2.4624
N 0.2560 5.3298 2.1090
S 2.7527 2.1045 -1.3156
C 3.4253 1.9868 0.2072
N 2.7106 2.4174 1.2920
C 3.1311 2.3510 2.5780
C 4.3596 1.8562 2.8708
C 5.1729 1.4294 1.7946
C 4.7255 1.4891 0.5098
H 1.7922 2.7925 1.0822
H 2.4376 2.7187 3.3208
H 4.6949 1.8029 3.8941
H 6.1629 1.0414 1.9968
H 5.3334 1.1612 -0.3204
*
```

Highest occupied orbital energy (eV): -7.95
ΔE to the lowest compared entry with this formula, charge and spin (kcal/mol): 47.3

2.
The following is a quantum chemistry calculation of the molecule C18H19N3O3 at a distorted geometry, from the OMol25 dataset.

The geometry in ORCA input format:
```
! RIJCOSX wB97M-V def2-TZVPD def2/J DEFGRID3
* xyz 0 1
C -8.1290 -2.3911 0.8009
C -7.2176 -1.4028 0.0861
H -7.1711 -1.6467 -0.9771
H -7.6209 -0.3930 0.1859
C -5.7973 -1.4367 0.6698
C -4.9299 -0.4674 -0.0833
O -4.3260 -0.7225 -1.1000
O -4.9372 0.7358 0.4871
C -4.2919 1.8197 -0.1808
H -4.4560 1.7352 -1.2615
H -4.7612 2.7244 0.2085
C -2.7784 1.8963 0.1039
O -2.3049 2.8056 0.7446
N -2.0987 0.8690 -0.4592
C -0.7337 0.5892 -0.4045
C -0.2943 -0.5689 -1.0533
C 1.0360 -0.9142 -1.0377
C 1.9689 -0.0951 -0.3890
C 1.5208 1.0626 0.2626
C 0.1867 1.3999 0.2612
H -0.1549 2.2867 0.7688
H 2.2456 1.6756 0.7765
N 3.2731 -0.5321 -0.3712
N 4.1674 0.3254 -0.0972
C 5.4558 -0.1376 0.0577
C 5.7650 -1.4536 0.4257
C 7.0769 -1.8182 0.6412
C 8.0952 -0.8884 0.4856
C 7.7963 0.4167 0.1214
C 6.4864 0.7984 -0.0807
H 6.2342 1.8083 -0.3657
H 8.5918 1.1379 0.0029
H 9.1215 -1.1797 0.6539
H 7.3136 -2.8317 0.9317
H 4.9554 -2.1575 0.5490
H 1.3852 -1.8046 -1.5370
H -1.0141 -1.1942 -1.5627
H -2.6523 0.1867 -0.9764
H -5.8231 -1.1539 1.7218
H -5.3822 -2.4391 0.5617
H -7.7502 -3.4051 0.6977
H -8.1942 -2.1541 1.8602
H -9.1295 -2.3533 0.3778
*
```

SMILES string: CCCC(=O)OCC(=O)Nc1ccc(/N=N/c2ccccc2)cc1
Highest occupied orbital energy (eV): -7.99
ΔE to the lowest compared entry with this formula, charge and spin (kcal/mol): 39.1

3.
The following is a quantum chemistry calculation of a structure of composition C46H50CaClN6O3S2Te, from the OMol25 dataset.

The geometry in ORCA input format:
```
! RIJCOSX wB97M-V def2-TZVPD def2/J DEFGRID3
* xyz -2 2
Ca 0.4169 -0.5986 0.9666
C -1.2401 2.7883 3.6046
C -0.3129 1.8502 2.8837
N -0.4655 1.5715 1.6358
O -1.5816 2.1818 1.0413
C 0.7884 1.2582 3.6352
C 1.0900 1.6772 5.0427
N 1.4945 0.3315 3.0216
O 2.4728 -0.2270 3.6151
H -2.1981 2.8432 3.0961
H -0.8059 3.7918 3.6293
H -1.3785 2.4647 4.6351
H -1.8540 1.5146 0.3924
H 1.1424 2.7647 5.1538
H 2.0545 1.2449 5.3052
H 0.3488 1.3072 5.7597
S 5.0463 0.6558 -0.8515
C 4.9820 -0.8821 -0.0371
C 6.0355 -1.6905 0.3557
C 5.7539 -2.8899 0.9973
C 4.4286 -3.2527 1.2374
C 3.3764 -2.4443 0.8478
C 3.6407 -1.2324 0.1975
N 2.6903 -0.3424 -0.2548
C 3.2636 0.7354 -0.8534
C 2.6438 1.8744 -1.4271
C 3.4313 3.0382 -1.7055
C 2.9010 4.2013 -2.2103
C 1.5368 4.3068 -2.4896
C 0.7396 3.1863 -2.2749
C 1.2692 2.0119 -1.7845
H 7.0599 -1.3891 0.1682
H 6.5630 -3.5356 1.3162
H 4.2090 -4.1815 1.7502
H 2.3585 -2.7568 1.0463
H 4.4857 3.0185 -1.4619
H 3.5572 5.0495 -2.3727
H 1.1055 5.2234 -2.8692
H -0.3188 3.2089 -2.5041
Cl 0.1615 0.6584 -1.7440
C -9.9042 1.2219 -3.1153
C -8.5776 0.8743 -2.4891
C -7.4579 0.6097 -3.2664
C -6.2296 0.2800 -2.6926
C -5.0629 0.0273 -3.6166
C -6.0791 0.1882 -1.2961
Te -4.0543 -0.2788 -0.3078
N -1.9350 -1.0397 0.4344
C -1.8149 -1.9329 1.3558
O -0.6822 -2.2932 1.9170
C -2.9799 -2.7090 1.9431
C -3.8204 -2.1284 2.8895
C -4.8373 -2.8641 3.4845
C -5.0352 -4.1936 3.1320
C -4.2137 -4.7745 2.1730
C -3.1946 -4.0374 1.5849
C -4.1685 -2.1789 -1.2727
C -5.2031 -3.0742 -0.9810
C -6.2874 -2.7880 0.0228
C -5.2434 -4.3119 -1.6315
C -4.2827 -4.6890 -2.5523
C -4.3201 -6.0390 -3.2201
C -3.2647 -3.7850 -2.8366
C -3.1947 -2.5391 -2.2245
C -2.0739 -1.6139 -2.6015
C -7.2125 0.4744 -0.5147
C -7.2050 0.4129 0.9991
C -8.4305 0.8092 -1.1119
H -9.8149 1.3006 -4.2005
H -10.2862 2.1752 -2.7402
H -10.6600 0.4617 -2.8979
H -7.5390 0.6667 -4.3502
H -5.3198 0.2764 -4.6495
H -4.7501 -1.0194 -3.5825
H -4.1977 0.6216 -3.3148
H -3.6684 -1.0889 3.1561
H -5.4793 -2.3967 4.2237
H -5.8324 -4.7686 3.5906
H -4.3725 -5.8057 1.8751
H -2.5504 -4.4877 0.8363
H -5.9244 -2.1357 0.8159
H -6.6294 -3.7183 0.4788
H -7.1402 -2.2945 -0.4525
H -6.0435 -5.0040 -1.3805
H -5.1966 -6.6081 -2.9046
H -3.4314 -6.6259 -2.9716
H -4.3533 -5.9446 -4.3089
H -2.4955 -4.0535 -3.5570
H -1.4668 -2.0409 -3.4039
H -1.4441 -1.4502 -1.7256
H -2.4547 -0.6390 -2.9164
H -6.1976 0.3860 1.4068
H -7.7199 -0.4888 1.3473
H -7.7320 1.2736 1.4204
H -9.2878 1.0231 -0.4744
C 0.7508 -5.4029 -3.2113
N 1.5390 -4.2067 -3.0845
C 2.2303 -3.6465 -4.2315
C 2.8103 -2.3502 -3.6589
N 1.9100 -2.1087 -2.5506
C 1.2854 -3.2318 -2.1522
S 0.3650 -3.3785 -0.7757
H 1.3903 -6.2827 -3.3197
H 0.0873 -5.3426 -4.0834
H 0.1439 -5.5066 -2.3143
H 1.5245 -3.4489 -5.0500
H 3.0007 -4.3258 -4.5998
H 2.7892 -1.5308 -4.3758
H 3.8398 -2.4866 -3.3127
H 2.0306 -1.3485 -1.8824
*
```

Highest occupied orbital energy (spin up / spin down) (eV): -0.55 / -1.81
ΔE to the lowest compared entry with this formula, charge and spin (kcal/mol): 24.4

4.
The following is a quantum chemistry calculation of a structure of composition C2H11NO5 at a distorted geometry, from the OMol25 dataset.

The geometry in ORCA input format:
```
! RIJCOSX wB97M-V def2-TZVPD def2/J DEFGRID3
* xyz 0 1
H 0.0629 -0.5012 0.9253
O -0.0775 0.4227 1.7724
N -0.0317 -1.1879 -0.0965
H 0.4893 0.6866 2.5498
H -0.4832 -2.0076 -0.0134
H 0.9325 -1.2686 -0.4230
C -0.6574 -0.4339 -1.2619
H -0.6383 -1.0899 -2.1219
H -1.7162 -0.3777 -1.0352
C -0.0471 0.9279 -1.5416
O 0.2020 1.1614 -2.7469
O 0.1132 1.8136 -0.6112
H -0.0870 1.4346 0.3576
O -2.2070 -0.0715 3.6020
H -1.2378 0.0065 3.7092
H -2.3236 0.1643 2.6928
O 2.4047 -0.2552 -1.7729
H 3.2171 0.2298 -1.5212
H 2.0852 0.3461 -2.4634
*
```

Highest occupied orbital energy (eV): -10.44
ΔE to the lowest compared entry with this formula, charge and spin (kcal/mol): 28.1

5.
The following is a quantum chemistry calculation of a structure of composition C12H30FN2O4PSTa at a distorted geometry, from the OMol25 dataset.

The geometry in ORCA input format:
```
! RIJCOSX wB97M-V def2-TZVPD def2/J DEFGRID3
* xyz -1 1
C 0.5174 -4.3813 1.1941
C -1.0362 -4.3901 0.6160
C -1.8294 -3.1897 1.4087
O -1.1215 -1.8990 1.4468
C -0.8070 -1.4035 0.0884
Ta -1.0149 0.9453 0.1360
C -0.0528 1.1676 -1.9927
C 1.5788 0.8980 -1.8498
C 2.3118 0.7941 -3.3403
S 4.0990 0.2202 -3.0533
O 4.4711 0.4544 -1.5385
O 5.0181 1.0349 -4.0195
O 4.2987 -1.4468 -3.4908
N 1.0295 0.9897 0.9449
C 1.0922 1.6241 2.1609
C 0.7589 0.8779 3.6187
C 1.5678 3.2213 2.3009
P -1.3679 3.4930 0.4146
N -0.3681 4.4058 -0.4722
C -3.0546 0.6685 -0.9317
C -4.0695 -0.4130 -0.2101
F -3.8338 1.9163 -1.1329
H 1.0407 -5.3910 0.8843
H 0.5591 -4.2791 2.3634
H 1.0947 -3.5254 0.6220
H -1.4901 -5.4475 0.8760
H -1.0824 -4.2902 -0.5593
H -2.9333 -3.1305 1.0013
H -1.9269 -3.5521 2.5420
H 0.2844 -1.6938 -0.2389
H -1.6402 -1.8398 -0.6441
H -1.7910 0.7276 1.8256
H -0.5026 0.3187 -2.6726
H -0.2791 2.1945 -2.5069
H 2.0793 1.8347 -1.3253
H 1.8310 -0.1251 -1.3102
H 1.7069 0.0822 -4.0453
H 2.3817 1.8739 -3.7867
H 4.6253 -1.9731 -2.6889
H 1.5534 -0.0109 3.6813
H -0.3493 0.5111 3.7028
H 1.0737 1.6180 4.5008
H 2.7156 3.2662 2.6233
H 0.8962 3.8189 3.0503
H 1.5234 3.7115 1.2334
H -2.7145 3.8784 0.0712
H -1.1203 3.8014 1.8103
H 0.2371 3.7739 -1.0407
H -2.8508 0.2342 -2.0250
H -5.1509 0.0911 -0.1775
H -4.2009 -1.3462 -0.9426
H -3.7581 -0.7192 0.8779
*
```

Highest occupied orbital energy (eV): -4.82

6.
The following is a quantum chemistry calculation of a structure of composition C26H23N9NiO3S, from the OMol25 dataset.

The geometry in ORCA input format:
```
! RIJCOSX wB97M-V def2-TZVPD def2/J DEFGRID3
* xyz 0 3
Ni -0.1244 0.5675 -1.0539
C -6.0883 0.5137 1.5178
C -5.2454 -0.7510 1.4470
N -4.4597 -0.8028 0.2382
C -3.1096 -0.9979 0.1427
S -2.1394 -1.2353 1.5417
N -2.6750 -0.9734 -1.1022
N -1.3121 -1.0424 -1.2206
C -0.7428 -2.1563 -1.4821
C -1.4620 -3.4612 -1.5665
C 0.7236 -2.0761 -1.7193
C 1.5093 -3.1779 -2.0259
C 2.8667 -2.9993 -2.2448
C 3.4081 -1.7281 -2.1639
C 2.5619 -0.6782 -1.8536
N 1.2635 -0.8498 -1.6301
H -6.6656 0.5370 2.4434
H -5.4522 1.4018 1.4840
H -6.7937 0.5694 0.6854
H -4.5501 -0.8027 2.2817
H -5.8948 -1.6315 1.5139
H -4.9243 -0.6622 -0.6453
H -2.3968 -3.3973 -1.0186
H -1.6863 -3.7061 -2.6079
H -0.8604 -4.2649 -1.1453
H 1.0669 -4.1601 -2.0941
H 3.4946 -3.8486 -2.4792
H 4.4592 -1.5455 -2.3333
H 2.9346 0.3357 -1.7705
O 6.6796 -0.8794 2.6624
C 5.6959 -1.6180 2.1047
O 5.8858 -2.7694 1.8350
C 4.3899 -0.9275 1.8555
C 3.2473 -1.7234 1.7820
C 2.0193 -1.1572 1.5047
C 1.9344 0.2165 1.2963
C 3.0598 1.0239 1.3648
C 4.2885 0.4426 1.6493
N 0.6887 0.7525 0.8885
C 0.0136 1.5123 1.6438
C -1.2538 2.0692 1.1411
C -2.0920 2.8269 1.9331
C -3.2815 3.2851 1.3804
C -3.5759 2.9716 0.0673
C -2.6716 2.2073 -0.6618
N -1.5366 1.7764 -0.1338
H 6.3484 -0.0105 2.9176
H 3.3458 -2.7896 1.9345
H 1.1185 -1.7570 1.4370
H 2.9851 2.0836 1.1534
H 5.1670 1.0781 1.6563
H 0.3348 1.7590 2.6553
H -1.8289 3.0340 2.9613
H -3.9701 3.8715 1.9737
H -4.4912 3.3066 -0.3996
H -2.8632 1.9192 -1.6871
O 0.0583 1.5292 -2.9281
N 0.6699 2.2658 -2.0798
C 1.7207 2.9569 -2.4427
C 2.3933 3.6709 -1.4038
N 2.9601 4.2148 -0.5633
C 2.2213 2.9558 -3.7821
N 2.6331 2.9260 -4.8546
*
```

Highest occupied orbital energy (spin up / spin down) (eV): -7.44 / -7.48
ΔE to the lowest compared entry with this formula, charge and spin (kcal/mol): 9.6

> Which formula does entry 6 have?

C26H23N9NiO3S